Entry 1:
65
Properties=species:S:1:pos:R:3:lowdin_charge:R:1 method="wB97M-V/def2-TZVPD" orbital_gap_ev=7.22 homo_energy_ha=-0.3444
N 1.44 11.32 0.95 0.15
C 0.62 11.07 0.06 -0.21
O 0.00 10.39 -1.06 -0.10
C -0.13 8.96 -0.73 -0.18
C -1.49 8.40 -0.18 0.09
C -1.55 6.86 0.22 -0.27
N -2.77 6.23 0.79 -0.24
S -2.15 4.62 1.02 0.92
N -0.53 4.61 0.44 -0.27
C -0.23 5.99 -0.01 -0.19
C 1.18 6.51 -0.60 0.01
B 2.49 5.57 -0.79 -0.53
N 2.53 4.22 -1.45 0.13
O 3.75 6.08 -0.22 0.02
C 1.20 8.07 -0.96 -0.41
Br 2.84 8.99 -1.65 0.73
H -2.36 9.15 -0.08 0.12
H 1.83 3.64 -0.96 0.07
H 3.45 3.78 -1.19 0.09
H 3.47 6.73 0.48 0.10
C 4.62 0.59 3.32 -0.06
C 3.51 0.48 2.29 -0.21
O 2.29 1.04 2.79 0.00
C 2.22 2.39 2.78 -0.57
O 3.08 3.14 2.38 0.12
O 1.03 2.75 3.30 0.00
C 0.87 4.16 3.44 -0.06
H 4.30 0.15 4.27 0.08
H 5.52 0.08 2.97 0.08
H 4.87 1.63 3.53 0.08
H 3.31 -0.57 2.08 0.11
H 3.79 0.95 1.34 0.13
H 1.05 4.68 2.49 0.07
H 1.53 4.54 4.22 0.10
H -0.16 4.35 3.74 0.09
C -1.31 -3.76 -2.30 -0.09
C 0.19 -3.50 -2.26 -0.17
O 0.49 -2.39 -1.41 0.04
C 0.47 -2.64 -0.09 -0.57
O 0.22 -3.71 0.42 0.12
O 0.74 -1.50 0.56 0.00
C 0.65 -1.61 1.98 -0.04
H -1.85 -2.85 -2.58 0.12
H -1.54 -4.54 -3.02 0.09
H -1.68 -4.07 -1.32 0.08
H 0.53 -3.24 -3.27 0.13
H 0.74 -4.39 -1.95 0.13
H 1.27 -2.43 2.36 0.10
H -0.39 -1.74 2.28 0.10
H 1.02 -0.68 2.41 0.07
C -5.33 -10.23 -2.15 -0.07
C -3.89 -10.31 -2.63 -0.22
O -3.41 -9.02 -3.05 0.02
C -3.08 -8.18 -2.06 -0.58
O -3.13 -8.41 -0.87 0.12
O -2.69 -7.01 -2.62 0.01
C -2.39 -5.98 -1.67 -0.08
H -5.96 -9.77 -2.92 0.08
H -5.71 -11.22 -1.92 0.08
H -5.42 -9.61 -1.26 0.07
H -3.83 -10.96 -3.50 0.12
H -3.23 -10.73 -1.87 0.12
H -1.66 -6.32 -0.93 0.12
H -3.31 -5.65 -1.18 0.12
H -1.94 -5.11 -2.22 -0.05

=====

Entry 2:
61
Properties=species:S:1:pos:R:3:lowdin_charge:R:1 method="wB97M-V/def2-TZVPD" orbital_gap_ev=7.20 homo_energy_ha=-0.4745 e_above_lowest_kj_mol=1357.56 total_charge=+1
C 0.95 -3.92 -1.07 -0.04
B 0.13 -2.97 0.04 -0.34
O 0.06 -3.55 1.42 0.04
C -0.61 -1.54 -0.30 0.09
C -2.12 -1.24 0.36 0.01
C -2.93 -2.35 1.30 -0.09
C -3.41 -3.67 0.40 -0.30
C -3.51 -3.46 -1.23 -0.06
N -3.73 -4.88 0.98 0.10
C -2.89 0.19 0.07 0.03
C -4.37 0.61 0.67 -0.24
O -4.49 0.91 1.99 0.01
O -5.51 0.68 -0.27 0.04
C -2.14 1.28 -0.89 0.08
C -0.67 0.87 -1.51 0.08
N 0.03 -0.47 -1.19 -0.07
C 1.39 -0.64 -1.88 -0.56
Cl 3.03 -0.20 -1.12 0.65
C 1.33 -1.23 -3.27 -0.50
C 2.63 -1.54 -4.22 -0.11
Cl -0.36 -1.63 -4.02 0.56
H 0.77 -5.04 -0.74 0.11
H 2.11 -3.68 -0.95 0.10
H 0.61 -3.73 -2.18 0.05
H 0.04 -2.82 2.11 0.11
H -3.92 -1.91 1.77 0.14
H -2.26 -2.66 2.23 0.13
H -2.40 -3.29 -1.61 0.07
H -3.88 -4.44 -1.78 0.11
H -4.12 -2.51 -1.56 0.08
H -3.59 -4.79 2.03 0.06
H -5.24 0.28 -1.16 0.14
H -2.64 2.33 -1.18 0.14
H -0.16 1.67 -2.22 0.16
H 3.16 -2.53 -3.82 0.11
H 2.25 -1.78 -5.33 0.10
H 3.37 -0.63 -4.24 0.10
C 3.77 3.19 -0.81 -0.08
O 4.22 4.30 -1.58 0.00
C 3.29 4.82 -2.42 -0.56
O 2.14 4.41 -2.55 0.09
O 3.85 5.86 -3.08 0.00
C 2.97 6.51 -4.01 -0.05
H 4.60 2.86 -0.17 0.10
H 2.93 3.48 -0.16 0.10
H 3.48 2.36 -1.46 0.03
H 2.11 6.93 -3.49 0.10
H 2.66 5.81 -4.79 0.10
H 3.52 7.32 -4.48 0.10
C 2.42 0.78 6.05 -0.05
O 1.22 1.39 5.59 -0.01
C 0.30 0.53 5.11 -0.56
O 0.41 -0.69 5.05 0.10
O -0.79 1.24 4.72 0.00
C -1.85 0.46 4.18 -0.05
H 3.09 1.56 6.42 0.10
H 2.21 0.09 6.88 0.10
H 2.92 0.25 5.24 0.10
H -2.23 -0.24 4.94 0.11
H -1.52 -0.08 3.29 0.07
H -2.66 1.13 3.90 0.09

=====

Entry 3:
55
Properties=species:S:1:pos:R:3:lowdin_charge:R:1 method="wB97M-V/def2-TZVPD" orbital_gap_ev=9.81 homo_energy_ha=-0.3341 e_above_lowest_kj_mol=0.00
C -5.19 -2.56 -0.24 -0.07
C -3.93 -2.05 0.47 -0.38
C -4.10 -0.59 0.89 -0.15
C -2.83 -0.07 1.56 -0.18
N -1.65 -0.25 0.74 -0.22
S -1.46 0.92 -0.42 0.66
O -2.67 1.26 -1.11 -0.25
O -0.34 0.51 -1.23 -0.30
N -1.09 2.18 0.58 -0.25
C -1.53 3.51 0.24 -0.17
C -0.44 4.35 -0.47 -0.15
C 0.77 3.48 -0.78 -0.15
C 1.31 2.89 0.53 -0.19
C 2.54 2.00 0.32 -0.48
O 3.59 2.22 0.90 0.06
N 2.36 0.99 -0.55 0.10
C 3.36 -0.05 -0.72 -0.14
C 2.93 -1.28 0.05 -0.22
C 3.27 -1.41 1.39 -0.02
C 2.84 -2.49 2.13 -0.08
C 2.05 -3.47 1.54 -0.09
C 1.68 -3.35 0.21 -0.12
C 2.12 -2.26 -0.52 -0.61
Cl 1.62 -2.12 -2.18 0.73
C 0.19 2.09 1.25 -0.13
C -1.47 -1.62 0.28 -0.19
C -2.71 -2.15 -0.44 -0.14
H -6.05 -2.49 0.41 0.08
H -5.38 -1.97 -1.13 0.08
H -5.06 -3.60 -0.54 0.08
H -3.76 -2.66 1.36 0.14
H -4.94 -0.49 1.59 0.12
H -4.30 0.02 0.01 0.11
H -2.91 1.00 1.77 0.12
H -2.65 -0.60 2.50 0.13
H -1.86 4.01 1.16 0.13
H -2.40 3.37 -0.41 0.11
H -0.84 4.78 -1.39 0.11
H -0.13 5.17 0.18 0.11
H 0.48 2.68 -1.46 0.10
H 1.55 4.08 -1.26 0.13
H 1.64 3.71 1.17 0.15
H 1.44 0.80 -0.91 0.08
H 4.30 0.33 -0.32 0.13
H 3.47 -0.28 -1.78 0.10
H 3.88 -0.65 1.84 0.12
H 3.12 -2.58 3.17 0.10
H 1.71 -4.32 2.12 0.10
H 1.07 -4.10 -0.26 0.10
H 0.07 2.46 2.27 0.14
H 0.43 1.03 1.30 0.12
H -0.61 -1.61 -0.38 0.08
H -1.24 -2.23 1.16 0.13
H -2.54 -3.19 -0.73 0.12
H -2.87 -1.55 -1.34 0.12

=====

Entry 4:
54
Properties=species:S:1:pos:R:3:lowdin_charge:R:1 method="wB97M-V/def2-TZVPD" orbital_gap_ev=7.98 homo_energy_ha=-0.3309
C -3.16 -0.76 0.57 -0.11
C -4.04 0.53 0.77 -0.25
C -3.53 1.52 1.89 -0.18
C -1.96 1.66 1.76 -0.19
C -1.47 2.03 0.40 0.05
C -0.03 2.12 0.23 -0.05
C 0.92 1.87 1.33 -0.06
C 0.41 1.55 2.67 0.00
C -1.05 1.44 2.90 -0.33
P -1.79 1.02 4.59 0.61
O -1.57 2.44 5.49 -0.36
Cl -0.58 -0.52 5.41 0.12
C 2.44 1.96 1.00 -0.31
O 3.26 2.13 1.87 0.09
C 2.81 1.76 -0.51 0.03
C 1.93 1.99 -1.55 0.03
C 0.51 2.51 -1.18 -0.31
O -0.15 3.21 -1.92 0.09
H -3.84 -1.66 0.53 0.07
H -2.43 -0.97 1.40 0.08
H -2.63 -0.77 -0.42 0.08
H -4.08 1.06 -0.23 0.10
H -5.09 0.21 1.00 0.10
H -4.03 2.53 1.77 0.12
H -3.82 1.12 2.89 0.06
H -2.19 2.21 -0.43 0.13
H 1.11 1.39 3.53 0.11
H -1.26 3.17 4.93 0.05
H 3.83 1.39 -0.76 0.11
H 2.18 1.84 -2.62 0.12
C 6.19 1.73 -4.90 -0.06
C 5.17 2.22 -3.89 -0.50
C 5.74 3.34 -3.03 -0.06
O 4.77 1.14 -3.04 -0.08
H 7.07 1.33 -4.40 0.08
H 5.77 0.91 -5.50 0.08
H 6.50 2.53 -5.57 0.08
H 4.27 2.57 -4.41 0.14
H 6.61 3.00 -2.47 0.08
H 5.00 3.68 -2.30 0.07
H 6.03 4.20 -3.65 0.08
H 5.56 0.82 -2.58 0.09
C -2.17 -6.05 1.25 -0.07
C -3.26 -5.07 0.84 -0.50
C -4.57 -5.79 0.56 -0.07
O -2.84 -4.37 -0.33 -0.06
H -1.98 -6.78 0.46 0.08
H -1.24 -5.53 1.44 0.08
H -2.46 -6.60 2.16 0.08
H -3.41 -4.33 1.63 0.14
H -4.46 -6.51 -0.26 0.08
H -5.34 -5.08 0.25 0.08
H -4.93 -6.33 1.44 0.08
H -2.71 -5.01 -1.03 0.09